Entry 1:
# C24H29N3O4

C24H29N3O4 in the gas phase (wB97M-V/def2-TZVPD, the OMol25 dataset).

Values from the calculation:
LUMO: -0.654 eV
SMILES: CCCOc1cccc([C@@H]2/C(=C(/O)c3ccncc3)C(=O)C(=O)N2CCCN(C)C)c1
Total energy: -1397.167998 Eh
Charge: 0
Maximum force: 0.8 eV/Å
Frontier orbital gap: 7.6 eV
HOMO level: -8.28 eV

Geometry (Å):
C1 -2.7225 -3.7153 1.7353
C2 -1.9834 -2.4463 2.1402
C3 -0.4975 -2.7167 2.3895
O1 0.1796 -3.1942 1.2422
C4 0.4670 -2.3509 0.2215
C5 1.0112 -2.9475 -0.9207
C6 1.3420 -2.1842 -2.0179
C7 1.1423 -0.8119 -2.0059
C8 0.6262 -0.2084 -0.8730
C9 0.4394 1.2923 -0.8000
C10 1.1259 1.8641 0.4111
C11 2.4019 1.6509 0.8408
O2 2.8273 2.1182 2.0031
C12 3.3580 0.8182 0.0854
C13 3.6598 1.0729 -1.2488
C14 4.5270 0.2113 -1.9004
N1 5.0728 -0.8458 -1.3262
C15 4.7963 -1.0776 -0.0558
C16 3.9574 -0.2760 0.7017
C17 0.1500 2.4944 1.2653
O3 0.3752 3.0118 2.3537
C18 -1.1932 2.3271 0.5775
O4 -2.2834 2.6924 0.9600
N2 -0.9431 1.6719 -0.5807
C19 -1.9989 1.3300 -1.5045
C20 -2.7168 0.0389 -1.1015
C21 -4.0295 -0.1879 -1.8846
N3 -5.2561 0.2031 -1.2254
C22 -5.3584 1.6211 -0.9442
C23 -5.5784 -0.5957 -0.0638
C24 0.2889 -0.9734 0.2374
H1 -3.7649 -3.4940 1.5200
H2 -2.6819 -4.4526 2.5338
H3 -2.2676 -4.1462 0.8464
H4 -2.0913 -1.7015 1.3503
H5 -2.4128 -2.0358 3.0557
H6 -0.3881 -3.5243 3.1186
H7 -0.0016 -1.8229 2.7887
H8 1.1605 -4.0153 -0.9157
H9 1.7582 -2.6574 -2.8938
H10 1.3956 -0.2186 -2.8714
H11 0.7917 1.7473 -1.7364
H12 2.0759 2.5955 2.4496
H13 3.2463 1.9310 -1.7543
H14 4.7963 0.3712 -2.9360
H15 5.2725 -1.9477 0.3757
H16 3.7584 -0.4973 1.7380
H17 -1.5690 1.2324 -2.5043
H18 -2.7091 2.1606 -1.4960
H19 -2.9471 0.0999 -0.0367
H20 -2.0442 -0.8068 -1.2548
H21 -3.9809 0.3525 -2.8349
H22 -4.1247 -1.2523 -2.1160
H23 -5.1727 2.1785 -1.8616
H24 -6.3756 1.8337 -0.6155
H25 -4.6673 1.9671 -0.1639
H26 -4.9377 -0.3914 0.8075
H27 -5.4949 -1.6513 -0.3191
H28 -6.6092 -0.3887 0.2230
H29 -0.1136 -0.4711 1.1041



Entry 2:
# C24H29N3O5

C24H29N3O5 in the gas phase (wB97M-V/def2-TZVPD, the OMol25 dataset).

Values from the calculation:
LUMO: 0.399 eV
SMILES: CCOC(=O)C1CCN(C(=O)c2cn(CCOC)c(=O)c3c2c2ccccc2n3C)CC1
Total energy: -1472.472283 Eh
Charge: 0
Maximum force: 0.8 eV/Å
Frontier orbital gap: 8.1 eV
HOMO level: -7.72 eV

Geometry (Å):
C1 2.5129 4.2352 -6.1804
C2 2.0506 2.7858 -6.1553
O1 1.3020 2.4991 -4.9707
C3 1.9916 2.2084 -3.8673
O2 3.1907 2.1324 -3.8148
C4 1.0533 2.0197 -2.6880
C5 1.6792 1.1072 -1.6250
C6 1.3210 1.5807 -0.2105
N1 -0.0288 2.0856 -0.1711
C7 -1.0600 1.5496 0.5170
O3 -2.1682 2.0525 0.5211
C8 -0.7491 0.2984 1.2822
C9 -0.5590 0.3219 2.6254
N2 -0.2779 -0.7971 3.3561
C10 -0.1422 -0.6774 4.7919
C11 -1.5227 -0.7392 5.4739
O4 -1.4759 -0.4597 6.8475
C12 -0.9340 -1.4919 7.6381
C13 -0.1723 -2.0756 2.8187
O5 0.0818 -3.0356 3.5409
C14 -0.3853 -2.1075 1.3982
C15 -0.6932 -0.9689 0.6469
C16 -0.8883 -1.4051 -0.6959
C17 -1.2587 -0.7663 -1.8780
C18 -1.3539 -1.5166 -3.0277
C19 -1.0970 -2.8913 -3.0179
C20 -0.7566 -3.5533 -1.8588
C21 -0.6583 -2.8045 -0.6894
N3 -0.3597 -3.2078 0.5814
C22 -0.0794 -4.5606 0.9769
C23 -0.2755 3.2725 -0.9721
C24 0.7533 3.4025 -2.0931
H1 3.0267 4.4371 -7.1156
H2 1.6607 4.9047 -6.0916
H3 3.1972 4.4208 -5.3561
H4 1.3676 2.5743 -6.9801
H5 2.9120 2.1118 -6.1993
H6 0.1196 1.5989 -3.0688
H7 2.7642 1.1175 -1.7438
H8 1.3284 0.0856 -1.7732
H9 1.4245 0.7594 0.4982
H10 1.9984 2.3840 0.1005
H11 -0.6050 1.2436 3.1845
H12 0.4757 -1.5142 5.1270
H13 0.3457 0.2674 5.0415
H14 -1.9656 -1.7290 5.2901
H15 -2.1735 0.0266 5.0407
H16 -1.4238 -2.4490 7.4263
H17 0.1441 -1.6044 7.4837
H18 -1.1190 -1.2103 8.6730
H19 -1.4870 0.2880 -1.8751
H20 -1.6384 -1.0440 -3.9561
H21 -1.1796 -3.4460 -3.9408
H22 -0.5771 -4.6174 -1.8573
H23 -0.9227 -5.2094 0.7304
H24 0.0886 -4.5773 2.0519
H25 0.8121 -4.9295 0.4641
H26 -1.2877 3.1858 -1.3784
H27 -0.2536 4.1638 -0.3324
H28 1.6815 3.8376 -1.7186
H29 0.3583 4.0647 -2.8643



Entry 3:
# C24H29N3O5S

C24H29N3O5S in the gas phase at a distorted geometry (wB97M-V/def2-TZVPD, the OMol25 dataset).

Values from the calculation:
LUMO: 0.463 eV
SMILES: Cc1ccc(N2C[C@H](C(=O)Nc3ccc(S(=O)(=O)NC[C@@H]4CCCO4)cc3)CC2=O)cc1C
Total energy: -1870.644335 Eh
Charge: 0
Maximum force: 1.0 eV/Å
Frontier orbital gap: 9.2 eV
HOMO level: -8.74 eV

Geometry (Å):
C1 -5.2238 -4.0307 0.5687
C2 -4.6963 -2.6396 0.4040
C3 -3.7696 -2.1275 1.3005
C4 -3.2621 -0.8491 1.1711
C5 -3.6943 -0.0427 0.1244
N1 -3.1716 1.2543 -0.0460
C6 -3.1514 1.9005 -1.3476
C7 -2.1230 3.0274 -1.1876
C8 -0.6970 2.5978 -1.5411
O1 0.0192 3.2806 -2.2353
N2 -0.3398 1.4080 -0.9808
C9 0.8747 0.7264 -1.0594
C10 1.9799 1.2214 -1.7503
C11 3.1586 0.4979 -1.7624
C12 3.2386 -0.7021 -1.0846
S1 4.7629 -1.6461 -1.1199
O2 5.0371 -1.9327 -2.4964
O3 4.6573 -2.7357 -0.1913
N3 5.9968 -0.6630 -0.5938
C13 6.2884 -0.5667 0.8111
C14 5.3749 0.4022 1.5876
C15 4.1496 -0.2540 2.2444
C16 3.0958 0.8623 2.2286
C17 3.7470 1.9633 1.3684
O4 4.8404 1.3713 0.7019
C18 2.1416 -1.2180 -0.4225
C19 0.9586 -0.5047 -0.4054
C20 -2.2312 3.3605 0.3034
C21 -2.7095 2.0680 0.9507
O5 -2.6704 1.8116 2.1294
C22 -4.6235 -0.5463 -0.7797
C23 -5.1278 -1.8312 -0.6518
C24 -6.1299 -2.3418 -1.6406
H1 -6.3056 -4.0183 0.6975
H2 -5.0031 -4.6327 -0.3123
H3 -4.7782 -4.5103 1.4361
H4 -3.4295 -2.7436 2.1199
H5 -2.5519 -0.4742 1.8890
H6 -2.8766 1.1847 -2.1269
H7 -4.1363 2.3197 -1.5876
H8 -2.3562 3.8844 -1.8210
H9 -1.0354 0.9370 -0.4166
H10 1.9056 2.1625 -2.2693
H11 4.0169 0.8642 -2.3020
H12 6.0029 0.2263 -1.0672
H13 6.1835 -1.5748 1.2148
H14 7.3311 -0.2518 0.9088
H15 5.9692 0.9155 2.3630
H16 4.3797 -0.5989 3.2500
H17 3.8336 -1.1076 1.6467
H18 2.1642 0.5203 1.7828
H19 2.8830 1.2332 3.2296
H20 4.1070 2.7837 2.0058
H21 3.0809 2.3707 0.6070
H22 2.2311 -2.1729 0.0714
H23 0.0944 -0.8973 0.1130
H24 -1.2939 3.6910 0.7497
H25 -2.9795 4.1342 0.4862
H26 -4.9746 0.0701 -1.5934
H27 -6.3551 -1.5884 -2.3910
H28 -7.0559 -2.6174 -1.1375
H29 -5.7514 -3.2307 -2.1441